Formula: C20H27MgN4S
Source: OMol25
Level of theory: wB97M-V/def2-TZVPD

For the LUMO energy (alpha / beta), the calculation gives -3.80 / -3.80 eV. Its total charge is +1. The value obtained for the relative energy (zero: lowest compared OMol25 entry of this formula, charge and spin) is 0.0 kJ/mol.

Element x y z (Å)
Mg 0.436 0.354 -1.030
C 2.666 2.660 3.899
C 2.164 1.324 3.291
C 2.051 0.239 4.344
C 0.918 1.476 2.522
C 1.006 1.793 1.166
C -0.161 2.019 0.417
C -1.417 1.877 1.010
C -2.685 2.130 0.227
C -1.498 1.643 2.380
C -0.373 1.321 3.090
H 1.855 3.412 3.823
H 3.581 3.043 3.405
H 2.963 2.488 4.956
H 2.950 1.048 2.552
H 1.462 0.627 5.241
H 3.055 -0.020 4.725
H 1.591 -0.690 3.959
H 1.960 1.857 0.682
H -0.108 2.382 -0.619
H -3.543 2.045 0.893
H -2.796 1.422 -0.599
H -2.726 3.163 -0.224
H -2.469 1.626 2.833
H -0.450 1.090 4.159
C -3.331 0.739 -5.376
C -3.929 0.556 -3.956
N -3.316 -0.509 -3.193
C -2.102 -0.391 -2.631
S -0.996 0.907 -2.963
N -1.810 -1.421 -1.866
N -0.635 -1.376 -1.254
C 0.095 -2.495 -1.196
C -0.493 -3.759 -1.722
C 1.408 -2.333 -0.654
C 2.313 -3.390 -0.556
C 3.520 -3.249 0.094
C 3.859 -2.008 0.612
C 3.038 -0.939 0.329
N 1.832 -1.087 -0.309
H -3.838 1.545 -5.943
H -2.283 1.009 -5.441
H -3.438 -0.187 -5.980
H -3.828 1.508 -3.396
H -5.009 0.294 -4.003
H -3.773 -1.390 -3.035
H -1.545 -3.862 -1.409
H -0.568 -3.663 -2.828
H 0.157 -4.601 -1.516
H 1.969 -4.299 -1.054
H 4.181 -4.113 0.297
H 4.757 -1.875 1.213
H 3.329 0.060 0.634